1.
A 6-piece molecular cluster, C30H55F6N10P overall at a distorted geometry, computed with ωB97M-V with the def2-TZVPD basis set.

```
102
Properties=species:S:1:pos:R:3:forces:R:3:lowdin_charge:R:1
H -3.061 3.708 -1.203 -0.3 0.3 0.1 0.129
H 2.209 3.509 3.373 -0.4 0.1 -0.3 0.074
H -2.887 -4.041 3.915 0.5 -0.2 -0.2 0.109
H 1.367 -3.827 1.769 0.4 -0.2 -0.2 0.055
C -2.358 1.758 0.958 -0.3 0.1 0.0 0.012
N -3.399 -3.392 1.964 -2.4 -0.4 -0.8 -0.176
H -2.649 5.061 -0.106 -0.3 -0.3 0.3 0.131
H -0.254 -3.970 4.152 -0.6 0.6 0.6 0.110
H -0.195 4.218 -0.227 -0.1 0.0 0.0 0.076
H -0.039 -2.292 -3.165 -0.1 0.1 0.0 0.125
C 4.524 -0.084 -4.354 1.6 -1.8 -1.2 -0.175
C -4.787 -3.793 1.779 -0.3 0.0 0.2 -0.028
H 3.726 -1.990 4.396 0.0 0.1 -0.1 0.146
H -0.909 4.676 -1.789 -0.2 0.5 0.3 0.081
H -4.495 -2.606 -6.138 0.1 0.0 0.4 0.108
F 2.215 -0.526 -1.429 0.8 0.1 1.1 -0.172
H -0.717 3.049 -1.471 -0.2 -0.4 0.6 0.044
H 0.433 -5.205 2.215 -0.1 -0.1 0.5 0.092
H -0.618 -2.295 0.689 0.0 -0.3 0.3 0.069
H 3.605 -1.939 -5.076 -0.2 0.4 -0.4 0.093
H -1.784 1.264 0.188 -0.1 -0.2 0.4 0.108
H 5.067 0.058 -5.288 -0.1 -0.8 -0.4 0.143
H 3.926 3.531 -0.525 0.6 -0.5 -0.7 0.108
N 4.171 1.238 -4.060 -1.1 3.1 6.1 -0.064
H 5.294 -0.369 -3.637 -0.1 -0.1 0.0 0.141
C -0.969 3.976 -0.956 -0.6 -0.1 0.0 -0.059
H -5.267 -4.366 2.573 0.7 0.0 0.3 0.094
C 3.075 -1.142 4.548 2.4 -1.7 -1.9 -0.074
H 3.821 -1.298 7.606 -0.3 0.8 -0.3 0.103
C 1.522 3.145 4.137 -0.4 0.0 -0.1 -0.037
H -4.862 -4.415 0.887 0.0 0.1 -0.1 0.089
C -2.387 -1.304 -5.207 0.4 -1.4 1.1 0.032
H 0.957 1.567 2.688 0.7 0.2 -0.1 0.093
H 0.664 3.801 4.281 0.0 0.1 -0.6 0.074
C -2.572 -3.493 3.040 -1.4 0.0 1.8 -0.148
H -2.712 0.432 2.785 -0.1 -0.2 -0.4 0.110
C -1.432 -2.729 1.249 -1.7 0.1 0.5 -0.022
H 1.731 -4.582 3.327 -0.1 -0.2 -0.1 0.077
P 1.229 -0.027 -0.214 -0.6 -0.4 -2.3 0.139
H 3.150 1.932 -5.747 0.1 0.3 0.0 0.148
H 0.250 -2.378 3.629 0.7 0.2 -0.3 0.095
H 4.509 1.152 -1.895 0.4 0.1 -0.2 0.161
F 1.638 -1.227 0.755 0.4 0.2 -0.2 -0.120
F 0.217 0.542 0.868 -1.4 -0.3 0.7 -0.157
F 0.757 1.139 -1.244 -0.2 1.1 -0.3 -0.193
N -1.326 -3.262 2.574 2.7 0.6 -2.5 -0.111
N 2.635 -0.869 5.775 -1.5 0.8 0.7 -0.035
C -0.046 -3.364 3.270 -2.0 -1.8 1.2 -0.221
H -1.534 -4.311 -4.351 -0.1 0.0 -0.3 0.144
H -5.013 3.232 4.087 0.0 0.0 -0.8 0.106
C -2.781 -2.794 0.919 2.5 0.0 0.3 -0.085
C 3.424 2.115 -4.718 -1.7 2.2 -0.8 -0.028
H 0.167 0.047 -3.527 -0.2 -0.3 0.3 0.098
N 1.806 0.638 4.302 1.6 -2.9 2.3 -0.034
C 0.930 -4.329 2.632 0.7 1.4 -1.5 -0.074
H 3.398 -2.694 6.756 -0.3 0.2 -0.9 0.098
H 3.103 -1.543 -3.478 0.4 0.3 0.3 0.064
C -0.762 0.252 -4.058 1.0 0.3 1.6 -0.212
N -1.338 -1.033 -4.379 -1.2 -2.0 -0.5 -0.040
N -2.585 -2.659 -5.209 0.0 2.7 -1.1 -0.109
C 1.790 0.186 5.583 0.1 0.7 0.9 0.005
C 1.016 1.718 3.766 -0.2 0.6 -0.2 -0.163
C -0.361 1.071 -5.237 -0.6 -0.6 -0.8 -0.053
C -3.748 -3.324 -5.799 0.6 -0.6 -0.6 0.036
C 3.331 3.751 -1.412 -0.1 0.6 -0.3 0.027
C -0.886 -2.243 -3.833 -0.8 -0.7 -3.0 0.055
H 2.386 3.996 -4.072 0.3 0.0 -0.2 0.138
H -3.356 -2.525 0.045 0.4 0.0 -0.1 0.110
C 3.369 -1.091 -4.433 -0.1 0.3 0.6 -0.029
C 3.009 -1.706 7.004 -0.5 0.2 -0.1 0.060
H -1.256 1.276 -5.825 0.3 0.7 -0.2 0.083
C -2.836 1.332 2.201 0.2 2.0 -1.7 0.006
N -2.717 3.107 0.727 -0.1 -1.1 3.4 -0.036
N -3.504 2.430 2.733 0.3 1.7 -2.3 -0.085
H 2.315 3.647 -1.031 -0.2 0.2 -0.6 0.082
H 2.751 -0.067 2.570 0.4 -0.6 0.1 0.113
H 3.595 4.733 -1.806 -0.4 0.4 0.8 0.111
H -3.672 4.511 2.025 -0.2 -0.2 0.1 0.165
C 2.661 -0.249 3.631 -1.4 1.6 -0.3 0.021
H -3.400 -3.861 -6.681 -0.1 -0.1 0.0 0.111
C -2.428 4.028 -0.375 1.4 -0.6 -1.6 -0.132
H -3.034 -0.636 -5.755 0.3 0.2 0.2 0.167
H 0.226 1.938 -4.933 -0.4 0.1 -0.1 0.077
H 2.076 3.360 5.050 0.0 -1.1 0.4 0.080
N 3.536 2.944 -2.618 1.8 -4.7 -1.3 -0.059
H 0.267 0.433 -5.858 0.2 0.1 -0.2 0.087
C -1.579 -3.252 -4.556 1.2 0.9 3.6 -0.001
H 2.127 -1.894 7.616 0.0 0.4 -0.1 0.100
H -1.392 0.727 -3.306 -0.2 0.3 -0.3 0.133
H -5.409 -2.907 1.655 -0.1 0.1 -0.1 0.081
H -0.020 1.462 3.989 -0.1 0.6 0.8 0.116
C 3.033 3.156 -3.866 -0.3 -0.3 -1.4 -0.014
H 2.469 -0.529 -4.684 -0.1 -0.3 -0.7 0.058
H -4.738 1.499 4.229 0.3 0.0 -0.3 0.106
C 4.213 1.730 -2.758 -0.8 0.8 0.2 0.059
F 2.268 1.006 0.412 1.7 -0.2 0.0 -0.143
F 0.094 -0.946 -0.943 -0.5 -0.3 0.8 -0.180
H -3.518 2.732 4.736 -0.2 -0.5 0.4 0.099
H -4.102 -4.046 -5.063 -0.3 0.2 -0.2 0.112
C -4.261 2.449 3.991 0.8 0.7 0.9 0.012
H 1.244 0.665 6.383 0.0 0.0 -0.1 0.165
C -3.342 3.496 1.858 -0.6 -1.5 0.5 0.014
```
Positions in Å, forces in eV/Å.

Computed properties:
**Charge**: +3
**Maximum force**: 6.92 eV/Å
**Spin multiplicity**: 2
**HOMO level (spin up / spin down)**: -9.14 / -13.91 eV

=====

2.
C11H19N3O6PSm as an isolated structure at a distorted geometry, computed with ωB97M-V with the def2-TZVPD basis set.

```
41
Properties=species:S:1:pos:R:3:forces:R:3:lowdin_charge:R:1
H 0.991 4.133 0.394 0.0 0.1 0.0 -0.116
H -0.480 0.193 3.138 0.3 0.0 0.2 0.084
C 0.636 2.524 -2.750 1.6 -0.6 -6.4 -0.032
C -0.650 -3.116 0.246 -0.1 -0.3 0.0 -0.080
O 0.168 0.799 0.428 -0.6 0.3 -0.2 -0.501
H 3.329 -0.861 0.783 -0.1 0.1 -0.2 0.080
C 1.774 -2.104 2.579 0.3 -0.2 0.1 -0.076
C -1.744 4.035 -2.382 0.4 -3.3 0.6 -0.250
H 0.767 -0.567 4.165 -0.1 0.3 -0.1 0.097
N 1.041 -0.909 2.142 -0.2 0.0 -0.8 -0.298
P 0.478 -0.694 0.614 0.6 -2.3 0.6 0.599
H 2.003 -1.891 -2.372 -0.3 0.2 0.0 0.109
H -0.675 -3.535 1.264 0.1 0.2 -0.2 0.099
H 1.148 -0.331 -2.273 0.0 0.0 -0.1 0.065
C -2.178 -1.242 0.617 0.0 0.0 0.2 -0.080
H 2.813 -1.840 2.813 -0.1 -0.1 -0.1 0.095
C -0.249 4.977 -1.992 5.4 11.0 -3.7 -0.121
O -0.052 6.034 -2.634 -2.1 -8.9 4.9 0.158
N 1.630 -1.271 -0.422 -0.4 0.6 0.3 -0.299
Sm -0.211 2.771 -0.413 0.8 1.1 2.3 1.357
C 1.226 -1.336 -1.831 0.3 -0.4 0.0 -0.080
H 3.647 -1.319 -0.910 -0.1 0.2 0.3 0.105
C -5.205 2.900 -0.675 -1.7 -6.4 2.7 0.073
H -2.867 -1.966 0.172 -0.1 0.3 0.1 0.100
H 3.047 0.317 -0.540 0.1 -0.2 0.1 0.088
H -1.495 -3.548 -0.302 0.2 0.0 0.0 0.098
H 1.772 -2.916 1.845 0.0 0.3 0.0 0.085
O -2.545 1.133 -2.625 1.8 1.6 2.1 0.198
H 0.276 -3.428 -0.253 -0.3 0.2 0.2 0.086
N -0.830 -1.650 0.229 0.5 0.7 -0.1 -0.311
O -2.658 4.460 -2.800 -3.6 2.2 -1.8 0.310
O -5.500 1.833 -0.227 1.7 6.4 -2.7 -0.016
H 0.272 -1.856 -1.933 0.2 0.1 -0.1 0.081
C 0.594 -0.038 3.224 0.0 0.6 0.0 -0.074
C 2.987 -0.744 -0.248 0.3 -0.1 -0.2 -0.068
H -2.401 -0.243 0.223 -0.1 -0.2 0.2 0.055
H -2.307 -1.258 1.708 -0.2 0.1 -0.2 0.099
H 1.174 0.897 3.226 -0.2 -0.2 0.2 0.094
H 1.321 -2.471 3.505 0.0 -0.1 -0.2 0.095
C -1.901 1.667 -1.845 -3.4 -3.6 -2.9 -0.120
O 0.854 2.460 -3.886 -0.9 0.3 5.0 0.211
```
Positions in Å, forces in eV/Å.

Computed properties:
**Charge**: +2
**Maximum force**: 12.79 eV/Å
**Spin multiplicity**: 6
**HOMO level (spin up / spin down)**: -14.90 / -14.91 eV
**Relative energy (zero: lowest compared OMol25 entry of this formula, charge and spin)**: 43.4 kJ/mol

=====

3.
A 9-piece molecular cluster, C61H47ClF2O19 overall, computed with ωB97M-V with the def2-TZVPD basis set.

```
130
Properties=species:S:1:pos:R:3:forces:R:3:lowdin_charge:R:1
H 3.093 -6.179 3.015 0.0 0.0 0.0 0.126
C -0.329 -0.871 -2.074 -0.3 0.0 0.0 -0.289
H 0.972 1.369 1.142 -0.1 0.1 0.0 0.074
H 1.273 -3.269 -1.531 0.0 0.1 0.1 0.082
H -4.515 -7.939 -2.137 0.0 0.0 0.0 0.124
H 1.338 -5.339 1.450 0.0 -0.1 0.1 0.103
H 1.239 -3.937 0.108 0.0 0.2 -0.1 0.056
C -0.166 -5.027 3.009 0.0 0.0 0.0 -0.365
O 1.911 -6.665 -2.693 0.0 0.0 0.0 0.101
H -7.896 -9.564 3.172 0.0 0.0 0.0 0.122
H -0.506 2.588 -1.895 0.1 0.0 -0.2 0.104
F -1.137 -4.151 -0.751 0.2 0.3 0.0 -0.025
C 4.031 7.800 -1.451 0.0 0.0 0.0 0.024
H -3.860 -3.361 -1.231 0.1 0.1 0.1 0.127
H -3.535 -0.269 0.698 0.0 0.0 0.0 0.089
O 0.928 10.441 -4.607 -0.1 0.0 -0.1 0.092
C 0.414 10.391 -6.905 0.0 0.0 0.0 0.023
C -2.623 -9.462 0.326 0.0 0.0 0.0 -0.385
C 0.101 1.709 -2.122 -0.1 -0.1 0.5 -0.635
C -8.399 -7.049 0.791 0.0 0.0 0.0 0.023
C 5.746 8.525 7.299 0.0 0.0 0.0 0.029
C 4.675 6.324 7.178 0.0 0.0 0.0 -0.382
C -3.295 -6.860 -0.668 0.1 0.1 0.1 -0.371
C 0.960 -3.078 -0.505 -0.2 -0.2 -0.1 -0.007
O 4.779 9.885 -4.218 0.0 0.0 0.0 0.111
O 4.523 5.275 6.585 0.0 0.0 0.0 0.098
C -0.280 -5.958 -3.180 0.0 0.0 -0.1 0.027
C 0.609 2.016 0.342 0.0 0.0 -0.1 -0.087
O -3.568 -5.752 -1.077 -0.2 0.0 -0.1 0.095
H 1.476 -2.190 -0.134 0.0 0.0 -0.1 0.095
C 0.835 9.780 -5.621 0.0 0.0 0.0 -0.373
H 0.924 3.031 0.584 -0.1 -0.1 0.0 0.053
C 2.522 9.840 -1.482 0.0 0.0 0.0 0.025
C -7.372 -9.704 1.123 0.0 0.0 0.0 0.021
C -3.537 -9.292 -0.832 0.0 0.0 0.0 0.023
H 6.096 7.144 5.733 0.0 0.0 0.0 0.096
C 5.026 8.810 8.565 0.0 0.0 0.0 -0.386
C 0.502 -5.593 5.298 0.0 0.0 0.0 0.027
C -2.496 -1.678 -1.363 0.0 -0.1 0.3 -0.045
O 0.672 -1.193 -2.660 0.4 -0.1 0.1 0.133
C -0.608 -8.573 -4.303 0.0 0.0 0.0 0.021
C 4.231 9.501 -3.208 0.0 0.0 -0.1 -0.385
H -7.871 -7.187 -1.258 0.0 0.0 0.0 0.124
C -0.839 0.535 -2.138 0.1 0.3 0.0 -0.114
H -1.972 -6.110 0.912 -0.1 -0.1 -0.1 0.088
C 2.108 -5.878 3.350 0.0 0.0 0.0 0.034
O -6.887 -9.584 -1.176 0.0 0.0 0.0 0.094
C -1.722 -7.591 -4.305 -0.1 0.0 0.0 -0.389
H -2.295 -5.563 -3.704 0.0 0.0 0.0 0.125
C 0.622 8.210 -8.014 0.0 0.0 0.0 -0.383
C 5.191 6.545 2.957 0.0 0.0 0.0 -0.374
C 1.174 -5.429 2.516 0.0 0.0 0.0 0.027
C -2.064 -8.234 0.946 0.0 0.0 0.0 0.026
C 4.116 7.756 9.088 0.0 0.0 0.0 0.020
O -8.871 -7.165 3.094 0.0 0.0 0.0 0.108
C 3.895 4.313 1.725 -0.1 0.0 -0.1 -0.371
H 0.197 11.452 -6.881 0.0 0.0 0.0 0.122
C 0.314 9.664 -8.014 0.0 0.0 0.0 0.024
H 2.236 5.704 1.382 0.0 0.0 0.0 0.119
C -3.028 -0.560 -2.211 0.7 -0.1 0.2 -0.263
H 5.721 3.210 2.222 0.0 0.0 0.0 0.123
H 2.845 11.188 -3.083 0.0 0.0 0.0 0.115
C 1.176 1.587 -1.028 -0.3 0.2 0.1 -0.244
H -1.394 -8.386 1.784 0.0 0.0 0.0 0.118
H 3.602 7.986 10.012 0.0 0.0 0.0 0.121
H -1.418 -4.848 4.795 0.0 0.0 0.0 0.123
H -0.073 -4.997 -2.734 0.0 0.0 0.0 0.100
C -7.869 -9.096 2.197 0.0 0.0 0.0 0.021
H 1.544 0.563 -0.977 0.2 0.1 -0.2 0.098
H 1.997 2.247 -1.310 0.1 -0.2 0.1 0.095
Cl 0.822 1.984 -3.736 0.0 0.0 -0.1 0.650
C -0.546 -2.914 -0.419 0.1 0.0 -0.2 -0.297
C -3.848 -8.084 -1.296 0.0 0.0 0.0 0.016
C -1.467 -6.260 -3.700 0.0 0.0 0.0 0.023
H -0.486 1.991 0.341 0.1 -0.1 0.1 0.072
O 3.349 3.369 1.190 0.1 0.0 0.0 0.096
H -5.278 -0.313 1.020 0.1 -0.1 -0.1 0.095
H 1.403 -8.972 -3.762 0.0 0.0 0.0 0.121
C 2.925 8.575 -0.830 0.0 -0.1 0.0 -0.371
H 6.852 5.157 3.300 0.0 0.0 0.0 0.124
C -1.171 -1.839 -1.288 -0.1 0.1 0.1 -0.011
O 0.533 7.549 -9.024 0.0 0.0 0.0 0.113
O -4.647 -1.767 -0.247 0.1 -0.1 0.0 -0.165
H -6.960 -10.705 1.158 0.0 0.0 0.0 0.123
H -8.805 -6.046 0.756 0.0 0.0 0.0 0.123
C 5.585 7.371 6.658 0.0 0.0 0.1 0.020
C -0.431 -5.145 4.463 0.0 0.0 0.0 0.025
H 3.367 7.645 2.451 0.0 0.0 0.0 0.116
C -7.350 -9.033 -0.200 0.0 0.0 0.0 -0.389
O -2.803 -7.874 -4.777 0.0 0.0 0.0 0.101
C 5.860 5.222 2.872 0.0 0.0 0.0 0.025
H -3.027 -2.915 0.279 0.0 -0.3 -0.1 0.122
O 5.170 9.859 9.154 0.0 0.0 0.0 0.107
C -4.396 -0.935 0.862 0.0 0.2 0.1 -0.095
H -3.936 -10.199 -1.268 0.0 0.0 0.0 0.125
H 1.261 6.539 -6.749 0.0 0.0 0.0 0.124
C 0.576 -8.272 -3.778 0.0 0.0 0.0 0.021
H 0.009 10.086 -8.963 0.0 0.0 0.0 0.123
C -2.157 0.658 -2.222 0.1 -0.1 0.1 -0.144
C -3.512 -2.525 -0.624 -0.1 0.2 0.1 -0.138
C -2.375 -7.024 0.487 0.1 0.0 0.0 0.033
C 1.043 7.599 -6.726 0.0 0.0 0.0 0.027
C 3.226 5.633 1.811 0.1 0.0 0.1 0.017
C -8.422 -7.720 2.115 0.0 0.0 0.0 -0.387
C 1.143 8.328 -5.619 0.0 0.0 0.0 0.022
H -0.835 -2.698 0.618 0.0 -0.2 -0.1 0.137
C 3.126 10.272 -2.586 0.1 0.0 0.1 0.009
C 0.833 -6.938 -3.176 0.0 0.0 0.0 -0.381
C -7.902 -7.657 -0.283 0.0 0.0 0.0 0.023
O -2.345 -10.563 0.752 0.0 0.0 0.0 0.103
H 6.401 9.307 6.935 0.0 0.0 0.0 0.125
H -0.821 -9.537 -4.747 0.0 0.0 0.0 0.122
O -4.017 -0.643 -2.872 -0.8 0.1 -0.3 0.193
C 3.831 6.671 2.382 0.0 -0.1 0.1 0.018
H 5.443 7.683 -3.028 0.0 0.0 0.0 0.123
C 5.258 4.185 2.298 0.0 0.0 0.0 0.026
H 1.447 7.905 -4.669 0.0 0.0 0.0 0.119
C 3.952 6.604 8.444 0.0 0.0 0.0 0.018
H -4.206 -1.519 1.772 0.0 0.0 -0.1 0.092
H 3.293 5.823 8.803 0.0 0.0 0.0 0.120
F -2.776 1.823 -2.367 -0.1 0.1 -0.1 0.131
C 4.637 8.229 -2.554 0.0 0.0 0.0 0.024
O 5.741 7.492 3.484 0.0 0.0 -0.1 0.085
O -1.020 -4.623 2.245 0.1 0.1 0.1 0.076
C 1.847 -5.993 4.809 0.0 0.0 0.0 -0.382
H 4.306 6.877 -0.956 0.0 0.0 0.0 0.115
H 0.335 -5.689 6.363 0.0 0.0 0.0 0.124
H 1.708 10.381 -1.016 0.0 0.0 0.0 0.126
O 2.697 -6.399 5.568 0.0 0.0 0.0 0.117
O 2.372 8.171 0.174 -0.1 0.1 -0.1 0.086
```
Positions in Å, forces in eV/Å.

Computed properties:
**Maximum force**: 0.89 eV/Å
**Spin multiplicity**: 1
**HOMO level**: -9.83 eV

=====

4.
The molecule C25H30N4O5, computed with ωB97M-V with the def2-TZVPD basis set.

```
64
Properties=species:S:1:pos:R:3:forces:R:3:lowdin_charge:R:1
C 1.161 -2.875 0.828 -0.1 -0.7 -0.3 -0.123
N -0.821 -0.363 1.845 -0.4 0.1 -0.4 0.164
C 0.973 -3.539 2.043 0.1 0.1 0.0 -0.013
C 0.247 0.837 -1.944 -0.1 0.0 -0.7 -0.484
C 1.070 4.406 -1.570 0.3 -0.3 -0.2 -0.148
C -4.786 0.142 3.100 0.0 0.0 0.0 -0.083
H 1.777 3.791 -5.538 -0.1 0.1 0.0 0.092
H 0.482 -5.442 -1.274 0.0 0.0 -0.1 0.121
C 0.617 -4.872 2.056 0.0 0.0 -0.1 -0.060
H 3.204 4.212 -1.845 0.0 0.1 0.0 0.130
C 1.162 -2.929 -1.653 0.0 0.0 0.0 -0.361
C -2.838 -1.268 2.896 0.0 0.0 0.0 -0.193
C 0.985 -3.590 -0.364 -0.1 -0.2 0.4 -0.055
C -4.114 1.172 2.467 0.0 0.0 0.0 -0.053
C 0.615 -4.935 -0.331 0.1 0.2 0.0 0.000
H 0.504 4.354 -4.429 0.0 0.0 0.0 0.086
C -2.165 -0.213 2.279 -0.4 0.1 0.2 -0.138
C 0.943 2.995 -1.001 -0.2 0.2 0.2 -0.160
C -4.150 -1.066 3.308 0.0 0.0 0.0 -0.049
H 2.651 -0.214 -2.709 -0.1 -0.1 0.0 0.131
H 1.818 2.759 -0.382 -0.1 0.0 0.1 0.126
C -2.066 2.125 1.378 -0.1 0.0 0.0 -0.042
H 1.884 0.267 1.664 0.0 -0.2 0.1 0.134
H -1.773 1.817 0.375 0.1 0.1 0.0 0.053
H -1.662 -2.918 2.207 0.0 -0.1 0.0 0.074
N 1.534 -1.546 0.768 0.1 0.3 0.0 0.056
N 1.659 -1.636 -1.572 0.1 0.0 -0.2 0.084
C 0.511 -0.112 -3.101 0.1 -0.2 0.3 -0.048
H 0.048 2.910 -0.382 0.1 0.0 0.0 0.106
H 2.495 5.645 -2.631 0.1 -0.1 0.0 0.121
O 0.926 -3.439 -2.728 -0.1 0.0 0.0 0.095
H 1.107 5.117 -0.744 0.0 0.1 0.0 0.118
H -5.807 0.281 3.426 -0.1 0.0 0.0 0.100
H -2.923 -3.348 3.374 -0.1 -0.1 0.0 0.080
H 0.478 -5.368 3.004 0.0 0.0 0.1 0.112
H 1.987 -1.619 -3.608 0.0 0.2 0.1 0.127
H -4.677 -1.874 3.793 0.0 -0.1 0.0 0.107
N 0.844 2.026 -2.069 0.2 0.4 -0.2 0.093
C 2.342 4.580 -2.409 -0.1 0.3 0.3 -0.218
H 1.493 2.183 -2.830 -0.2 -0.1 0.0 0.125
C 0.201 -0.650 2.669 0.6 -0.1 -0.1 -0.471
H 0.192 4.636 -2.175 -0.1 0.1 0.0 0.111
C 1.576 4.391 -4.651 -0.1 0.0 -0.1 -0.102
C 0.432 -5.578 0.872 0.0 -0.1 0.0 -0.070
H 1.100 -3.022 2.979 0.0 0.1 0.1 0.108
H -1.163 2.376 1.935 0.1 0.1 0.0 0.090
C 1.897 -0.934 -0.407 0.3 0.0 0.3 -0.432
H 2.301 -1.125 2.684 -0.2 0.1 0.0 0.141
H 1.862 5.431 -4.846 0.0 0.0 0.0 0.092
H -1.454 -2.523 3.912 0.1 -0.1 0.0 0.078
C 1.570 -0.736 1.969 0.0 0.1 0.3 -0.020
O 2.406 0.169 -0.426 0.1 0.1 -0.1 0.078
H 0.149 -6.618 0.899 0.0 -0.1 0.0 0.104
C -2.802 1.010 2.054 0.1 0.0 0.0 -0.200
H -0.630 -0.068 0.891 0.2 -0.1 0.0 0.111
H 0.618 0.435 -4.038 0.0 0.0 0.0 0.121
O 0.107 -0.829 3.866 0.0 0.1 0.2 0.067
C 1.802 -0.893 -2.814 0.1 0.1 -0.4 -0.102
H -0.318 -0.818 -3.183 0.0 0.1 0.0 0.129
H -2.691 3.011 1.306 0.0 0.1 0.0 0.079
O 2.352 3.840 -3.615 0.2 -0.2 0.0 -0.222
O -0.447 0.519 -0.986 -0.2 -0.2 0.3 0.030
C -2.185 -2.597 3.107 0.0 0.0 0.1 -0.033
H -4.610 2.117 2.299 0.0 0.1 0.0 0.106
```
Positions in Å, forces in eV/Å.

Computed properties:
**Maximum force**: 0.75 eV/Å
**Spin multiplicity**: 1
**HOMO level**: -8.52 eV
**Relative energy (zero: lowest compared OMol25 entry of this formula, charge and spin)**: 25.3 kJ/mol